1.
Below is 2 unconnected molecules or ions with the total composition C12H20 in a non-equilibrium geometry, with properties calculated with ωB97M-V/def2-TZVPD.

As for the charge: -1. For the highest occupied orbital energy (alpha / beta), the calculation gives 0.75 / -3.39 eV. The expectation value of S² is 0.761. For the gap between HOMO and LUMO (alpha / beta), the calculation gives 2.5 / 6.6 eV. As for the multiplicity: 2.

Last column: Löwdin charge in e.
Cartesian coordinates (Å):
C: 1.5636 0.2339 -1.4208  -0.250
C: 1.7679 -1.1291 -2.0794  -0.134
C: 2.0822 0.3649 -0.0176  -0.327
C: 2.5460 1.5881 0.4145  -0.148
C: 2.0002 -0.7270 0.8892  -0.139
C: 2.9196 1.8265 1.7679  -0.189
C: 2.2333 -0.4547 2.2905  -0.195
C: 2.6415 0.7774 2.7017  -0.210
H: 2.0851 0.9650 -2.0548  0.093
H: 0.5132 0.5372 -1.5236  0.081
H: 1.2261 -1.8910 -1.5183  0.048
H: 2.7589 2.3454 -0.3404  0.077
H: 1.4713 -1.6411 0.6337  0.045
H: 3.1630 2.8187 2.1253  0.038
H: 2.1483 -1.2772 2.9930  0.063
H: 2.7380 1.0221 3.7573  0.067
H: 2.8003 -1.4145 -2.1091  0.057
H: 1.4049 -1.1596 -3.1120  0.055
C: -2.3586 -0.1740 -0.4132  -0.482
C: -2.6236 -1.6086 0.0620  -0.099
C: -3.3972 0.2151 -1.4811  -0.091
C: -2.3252 0.7743 0.7715  -0.084
H: -1.3814 -0.1770 -0.8902  0.097
H: -2.5726 -2.3238 -0.7588  0.069
H: -3.0521 -0.1624 -2.4451  0.068
H: -4.4027 -0.1514 -1.2855  0.066
H: -3.4414 1.3044 -1.5596  0.064
H: -1.3582 0.7561 1.2712  0.080
H: -2.5875 1.8000 0.4977  0.066
H: -3.1103 0.5152 1.4955  0.073
H: -3.5940 -1.6509 0.5564  0.068
H: -1.8587 -1.9020 0.7823  0.073



2.
Below is a molecular structure, C12H20BBrCuF9O6P2S2 in a non-equilibrium geometry, with properties calculated with ωB97M-V/def2-TZVPD.

As for the charge: +1. For the highest occupied orbital energy (alpha / beta), the calculation gives -10.50 / -10.49 eV. The expectation value of S² is 0.760. For the gap between HOMO and LUMO (alpha / beta), the calculation gives 4.5 / 4.5 eV. As for the multiplicity: 2.

Last column: Löwdin charge in e.
Cartesian coordinates (Å):
O: 2.1035 -4.1820 -0.2358  -0.427
P: 3.4072 -3.2987 -0.0390  0.910
B: 3.0311 -1.5213 0.6568  -0.999
C: 4.4506 -0.7011 0.4331  -0.129
C: 4.4290 0.2103 -0.9363  -0.175
C: 5.9358 0.8309 -1.2216  -0.094
C: 5.8276 2.4817 -1.2107  -0.272
O: 5.7436 3.1822 -0.0641  -0.023
O: 5.7905 3.1506 -2.5293  -0.024
O: 2.8380 -1.4974 2.1357  -0.138
C: 1.4070 -1.4373 2.5809  -0.529
S: 1.0851 -3.1910 3.1542  0.752
C: 0.7688 -0.8919 1.1731  -0.492
C: -0.4389 -1.7162 0.4325  -0.121
C: -1.7196 -0.6948 0.1789  -0.230
C: -3.0597 -1.4389 -0.4137  -0.173
C: -3.7741 -0.6819 -1.6759  -0.058
C: -5.0950 0.2486 -1.2416  -0.208
F: -5.8544 0.4427 -2.5042  0.008
F: -5.9189 -0.6199 -0.3683  0.004
C: -4.5224 1.6092 -0.5481  -0.190
F: -3.2697 2.1493 -1.1835  0.041
F: -4.1217 1.2553 0.8656  0.024
S: -5.7111 3.0375 -0.4076  1.105
F: -4.3716 4.1602 -0.3323  -0.182
F: -5.7626 3.3440 -2.0911  -0.164
F: -7.1135 2.0587 -0.4054  -0.197
F: -5.5950 2.9721 1.3367  -0.185
F: -6.7404 4.4036 -0.1909  -0.156
P: 0.5412 1.0221 1.4559  0.661
O: -0.5094 1.2329 2.8728  -0.410
Br: 2.5218 2.0424 1.8895  0.395
O: 1.8130 -0.8790 0.0955  -0.100
H: 4.1658 -3.2410 -1.2956  0.046
H: 4.2842 -3.9228 0.9395  0.052
H: 4.5794 0.0008 1.3707  0.112
H: 5.3712 -1.4503 0.4569  0.118
H: 3.7140 1.1245 -0.7340  0.098
H: 4.0350 -0.4187 -1.8707  0.133
H: 6.3106 0.5211 -2.2869  0.118
H: 6.6784 0.4046 -0.4183  0.129
H: 6.7115 3.1752 -2.9249  0.128
H: 1.3959 -0.5530 3.3497  0.122
H: 1.3600 -3.3216 4.5526  -0.084
H: -0.0660 -2.1324 -0.6220  0.147
H: -0.8072 -2.6763 1.0311  0.120
H: -1.3944 0.1812 -0.5389  0.108
H: -2.0211 -0.2993 1.2641  0.104
H: -3.7549 -1.6707 0.4975  0.127
H: -2.6925 -2.4984 -0.8216  0.140
H: -4.2389 -1.5423 -2.3608  0.153
H: -3.0226 -0.1031 -2.3720  0.159
H: -1.4106 1.5866 2.5466  0.061
Cu: -7.3135 -0.2468 -1.4246  0.686



3.
Below is a gas-phase ion, C12H20BrF9IN4O3P2S (charge +1) in a non-equilibrium geometry, with properties calculated with ωB97M-V/def2-TZVPD.

As for the charge: +1. For the highest occupied orbital energy, the calculation gives -11.74 eV. For the gap between HOMO and LUMO, the calculation gives 8.4 eV. Its SMILES is CC(=O)N(C)[C@]1([PH2]=N)O[C@@H](I)[N@@H+](CC(=O)Br)[C@]1(CCC(F)(F)C(F)(F)S(F)(F)(F)(F)F)[PH2]=N. As for the multiplicity: 1.

Last column: Löwdin charge in e.
Cartesian coordinates (Å):
C: 2.2262 -3.0511 2.4284  0.020
C: 2.1990 -2.6821 0.9326  -0.473
O: 2.9347 -3.2050 0.1964  0.181
N: 1.1732 -1.7001 0.5477  -0.139
C: -0.0365 -2.3599 0.0054  -0.051
C: 1.6828 -0.6217 -0.2899  -0.507
P: 1.8100 -1.0529 -2.1565  0.760
N: 3.1813 -1.7517 -2.4940  -0.277
O: 3.0701 -0.3414 0.0289  -0.125
C: 3.3797 0.9763 -0.2918  -0.679
I: 4.4026 1.4301 -2.1238  1.038
N: 2.0946 1.7319 0.0434  -0.053
C: 1.9251 3.0969 -0.5144  -0.121
C: 1.1187 4.0138 0.4711  -0.830
O: 1.6304 4.2826 1.4645  0.082
Br: -0.6221 4.7136 0.0325  0.836
C: 0.9509 0.7449 0.1001  -0.331
C: -0.3961 1.0271 -0.6054  -0.112
C: -1.6706 0.7261 0.2377  -0.094
C: -2.9046 1.1729 -0.5956  -0.450
F: -3.0798 2.4848 -0.2686  0.086
F: -2.6738 1.1782 -1.9192  0.127
C: -4.2327 0.4639 -0.1800  -0.472
F: -4.1864 0.2699 1.1356  0.143
F: -5.2184 1.3163 -0.3661  0.169
S: -4.5912 -1.1757 -1.0227  0.807
F: -4.4985 -1.9352 0.3872  -0.140
F: -6.1473 -0.9584 -0.7111  -0.125
F: -4.8132 -0.4749 -2.4215  -0.105
F: -3.0403 -1.4693 -1.2975  -0.142
F: -4.9362 -2.5574 -1.7037  -0.102
P: 0.7493 0.4961 1.9967  0.840
N: 0.2997 1.8442 2.6741  -0.262
H: 1.3308 -2.6478 2.9392  0.071
H: 2.1541 -4.1411 2.5409  0.097
H: 3.0986 -2.6284 2.9419  0.096
H: -0.7290 -2.5730 0.8411  0.104
H: -0.5908 -1.7534 -0.7157  0.052
H: 0.2314 -3.3492 -0.4042  0.116
H: 1.7781 0.2035 -2.8221  -0.023
H: 0.6961 -1.7994 -2.6103  0.030
H: 2.9555 -2.6499 -2.9257  -0.009
H: 4.0864 1.3370 0.4687  0.114
H: 2.2771 1.9514 1.0399  0.131
H: 1.3455 3.0779 -1.4505  0.120
H: 2.8653 3.6275 -0.7006  0.118
H: -0.4534 0.3473 -1.4740  0.101
H: -0.5197 2.0417 -1.0062  0.085
H: -1.7441 -0.3379 0.5011  0.093
H: -1.7251 1.3339 1.1490  0.110
H: 2.0016 0.0741 2.5308  0.057
H: -0.2515 -0.4679 2.2828  0.044
H: -0.5878 1.7209 3.1534  -0.004



4.
Below is a molecular structure, C12H20F6PtSb4Se4 in a non-equilibrium geometry, with properties calculated with ωB97M-V/def2-TZVPD.

As for the charge: -1. For the highest occupied orbital energy (alpha / beta), the calculation gives -5.26 / -5.46 eV. Its energy above the lowest of the compared OMol25 structures with the same formula, charge and spin is 58.6 kcal per mole. The expectation value of S² is 3.768. For the gap between HOMO and LUMO (alpha / beta), the calculation gives 6.9 / 5.2 eV. As for the multiplicity: 4.

Last column: Löwdin charge in e.
Cartesian coordinates (Å):
Pt: 0.8988 -0.7809 0.3575  0.256
Se: -0.4729 -3.1777 4.3732  -0.143
Sb: -1.2707 -1.2885 3.1865  -0.220
Se: 0.8037 0.1538 2.4788  0.289
Se: -1.2493 -1.7750 0.6425  0.060
Se: -3.0320 0.0950 3.9882  -0.096
C: 0.6730 -1.1585 -4.2455  -0.267
Sb: -0.1223 -0.1126 -2.5892  1.462
C: -2.1616 -0.7944 -2.8724  -0.277
C: -0.1897 1.9113 -3.4015  -0.253
C: -1.5742 2.3783 -3.6462  -0.291
C: -2.1821 2.1751 -4.8869  -0.063
C: -3.5007 2.5291 -5.1156  -0.095
C: -4.2403 3.1048 -4.0895  -0.092
C: -3.6405 3.3325 -2.8612  -0.057
C: -2.3124 2.9823 -2.6189  -0.277
C: -1.6977 3.2285 -1.2823  -0.270
Sb: -1.7053 1.5508 0.0777  1.369
C: -1.2551 2.5950 1.8640  -0.326
C: -3.8615 1.3738 0.2240  -0.290
H: 0.0450 -0.9760 -5.1190  0.009
H: 0.6831 -2.2181 -4.0023  0.011
H: 1.6874 -0.8108 -4.4220  0.012
H: -2.4237 -0.5858 -3.9100  0.006
H: -2.8585 -0.2904 -2.2073  -0.023
H: -2.1838 -1.8665 -2.6832  0.007
H: 0.3872 1.8159 -4.3218  0.073
H: 0.3725 2.4976 -2.6785  0.045
H: -1.5983 1.7255 -5.6836  0.112
H: -3.9479 2.3598 -6.0869  0.097
H: -5.2747 3.3824 -4.2468  0.097
H: -4.2115 3.7928 -2.0623  0.109
H: -2.2620 3.9919 -0.7416  0.069
H: -0.6494 3.5162 -1.3283  0.061
H: -1.8902 3.4817 1.8995  0.021
H: -0.2047 2.8682 1.8057  0.000
H: -1.4581 1.9732 2.7330  -0.100
H: -4.2530 2.3686 0.4492  0.009
H: -4.1004 0.6827 1.0288  -0.032
H: -4.2691 1.0190 -0.7210  -0.006
F: 0.4873 1.5268 -0.2807  -0.784
Sb: 2.7861 0.8917 -0.3492  1.370
F: 4.5595 0.3747 -0.7730  -0.439
F: 1.0402 -1.8138 -1.4352  -0.672
F: 2.1487 0.5901 -2.3097  -0.555
F: 3.3312 1.6368 1.3548  -0.522
F: 3.0562 2.6194 -1.0417  -0.394



DFT total energy values, unit eV, following the record order: -12767.168; -205096.826; -156870.893; -319860.411.